# 1
The molecule C4H6N2O. Source: the OMol25 dataset; level of theory: ωB97M-V/def2-TZVPD.

Net charge: 0
SMILES: COc1c[nH]cn1
E_tot: -340.66540 Eh
LUMO level: 0.0277 Ha
Relative energy (zero: lowest compared OMol25 entry of this formula, charge and spin): 81.3 kcal/mol
HOMO-LUMO gap: 8.87 eV
Highest occupied orbital energy: -8.121 eV

XYZ file:
```
13
Properties=species:S:1:pos:R:3:mulliken_charge:R:1
C -0.8288 -0.5744 -2.1386 -0.611
O -1.1381 -0.7517 -0.7557 -0.336
C -0.3432 -0.1875 0.1394 0.845
C -0.6527 -0.1739 1.5450 -0.880
N 0.6733 0.1631 2.0201 -0.009
C 1.4187 0.5728 1.0128 -0.152
N 0.8388 0.3774 -0.1770 -0.568
H -0.7244 0.4894 -2.3544 0.315
H -1.6716 -0.9964 -2.6905 0.225
H 0.0929 -1.0936 -2.4232 0.283
H -0.8689 0.9400 1.6471 0.279
H 0.8448 0.1560 3.0142 0.198
H 2.3591 1.0788 1.1607 0.409
```



# 2
The molecule CH3N5. Source: the OMol25 dataset; level of theory: ωB97M-V/def2-TZVPD.

Net charge: 0
SMILES: Nc1nn[nH]n1
E_tot: -313.65493 Eh
LUMO level: 0.0425 Ha
Relative energy (zero: lowest compared OMol25 entry of this formula, charge and spin): 2.5 kcal/mol
HOMO-LUMO gap: 10.28 eV
Highest occupied orbital energy: -9.126 eV

XYZ file:
```
9
Properties=species:S:1:pos:R:3:mulliken_charge:R:1
C 0.2333 0.1079 0.2740 0.643
H 1.7435 -0.0137 1.5957 0.244
H 0.5252 1.2761 1.9540 0.230
H -1.7940 -0.0768 -2.0022 0.269
N 0.9598 0.5720 1.3396 -0.421
N 0.5542 -1.0403 -0.2988 -0.281
N -0.2824 -1.2553 -1.2912 -0.403
N -1.0873 -0.2323 -1.2617 0.359
N -0.8524 0.6625 -0.3095 -0.641
```



Question: Which value of E_tot does entry 1 give?
Answer: -340.66540 Eh



Question: LUMO level of number 2 (CH3N5)?
Answer: 0.0425 Ha



Question: Which value of HOMO-LUMO gap does entry 1 give?
Answer: 8.87 eV



Question: LUMO level of number 2 (CH3N5)?
Answer: 0.0425 Ha